[1]
ORCA calculation (ωB97M-V with the def2-TZVPD basis set) on a 2-piece molecular cluster, CH6N2 overall.

XYZ file:
```
9
Properties=species:S:1:pos:R:3:nbo_charge:R:1
N -3.30 1.33 -0.88 -1.0801
H -2.50 1.56 -1.55 0.3556
H -3.78 0.50 -1.25 0.3643
H -2.86 1.21 0.00 0.3601
C 2.45 -0.55 0.53 -0.0561
N 2.10 -1.21 1.59 -0.5707
H 2.77 0.42 0.64 0.1598
H 2.93 -1.04 -0.43 0.1376
H 2.19 -2.22 1.37 0.3293
```

- orbital gap (eV) = 10.87
- energy relative to the best compared isomer or geometry (same formula, charge and spin) (kcal per mole) = 29.3
- 2S+1 = 1
- SMILES = C=N.N
- net charge = 0
- E_LUMO (eV) = 0.8980

---

[2]
ORCA calculation (ωB97M-V with the def2-TZVPD basis set) on C2H5NO2 as an isolated structure.

XYZ file:
```
10
Properties=species:S:1:pos:R:3:nbo_charge:R:1
C 1.82 -0.44 0.09 -0.7353
C 0.44 0.18 -0.05 0.5816
H 1.96 -0.90 1.41 0.2585
H 2.87 0.38 -0.16 0.2797
H 1.80 -1.41 -0.79 0.2429
H -0.42 -1.77 -0.09 0.3865
H -1.71 0.78 0.16 0.4996
N -0.63 -0.69 -0.24 -0.3334
O 0.16 1.39 -0.06 -0.6338
O -1.86 -0.23 0.17 -0.5463
```

- orbital gap (eV) = 9.81
- energy relative to the best compared isomer or geometry (same formula, charge and spin) (kcal per mole) = 106.8
- 2S+1 = 1
- net charge = 0
- E_LUMO (eV) = 0.5378

---

[3]
ORCA calculation (ωB97M-V with the def2-TZVPD basis set) on C20H26AgN5OS2Se4 as an isolated structure.

XYZ file:
```
59
Properties=species:S:1:pos:R:3:nbo_charge:R:1
Ag -0.41 0.43 0.38 0.7685
Se -2.01 2.31 1.72 -0.7702
Se -0.33 2.88 3.25 -0.1405
Se 0.95 0.96 3.57 -0.1459
Se 2.07 0.65 1.54 -0.7227
C -5.39 0.35 1.16 -0.6314
C -5.45 0.08 -0.35 -0.2149
N -4.65 1.00 -1.15 -0.4401
C -5.20 2.35 -1.33 -0.2023
C -4.70 3.41 -0.34 -0.6315
C -3.35 0.73 -1.50 0.3477
S -2.68 -0.81 -1.18 -0.3868
N -2.75 1.78 -2.10 -0.7193
C -1.42 1.93 -2.21 0.6470
O -0.51 1.14 -1.90 -0.7388
C -0.98 3.26 -2.78 -0.0312
C -1.88 4.19 -3.29 -0.1974
C -1.43 5.39 -3.82 -0.2460
C -0.07 5.68 -3.83 -0.2178
C 0.83 4.77 -3.30 -0.2338
C 0.38 3.56 -2.78 -0.1845
H -5.81 -0.50 1.71 0.1919
H -5.94 1.25 1.43 0.1884
H -4.35 0.48 1.47 0.2666
H -6.48 0.15 -0.71 0.1633
H -5.09 -0.92 -0.55 0.2366
H -6.29 2.25 -1.25 0.1707
H -4.97 2.68 -2.34 0.2061
H -5.08 3.22 0.67 0.2070
H -5.02 4.40 -0.66 0.1861
H -3.61 3.39 -0.28 0.2645
H -2.94 3.95 -3.26 0.2266
H -2.14 6.11 -4.22 0.1922
H 0.28 6.63 -4.23 0.1899
H 1.89 5.00 -3.28 0.2009
H 1.06 2.84 -2.34 0.2514
C -1.86 -0.71 -4.62 -0.6731
C -0.89 -1.76 -4.20 0.3409
C -0.82 -3.01 -4.75 -0.4096
C 0.07 -3.92 -4.15 0.2934
N 0.91 -3.60 -3.20 -0.5158
C 0.95 -2.30 -2.75 0.2203
S 2.05 -1.70 -1.66 -0.1703
N -0.04 -1.45 -3.21 -0.5688
C 0.06 -5.36 -4.60 -0.6459
H -2.38 -1.01 -5.53 0.2047
H -1.36 0.24 -4.77 0.2387
H -2.59 -0.57 -3.82 0.2843
H -1.47 -3.29 -5.57 0.2090
H -0.17 -0.58 -2.67 0.5001
H 0.05 -5.43 -5.69 0.2064
H -0.84 -5.85 -4.22 0.2186
H 0.93 -5.87 -4.19 0.2307
C -0.10 -3.90 0.40 -0.7255
C -0.47 -2.62 1.01 0.3187
N -0.78 -1.61 1.47 -0.3595
H 0.16 -4.62 1.17 0.2312
H 0.76 -3.74 -0.26 0.2824
H -0.94 -4.27 -0.19 0.2386
```

- orbital gap (eV) = 4.59
- energy relative to the best compared isomer or geometry (same formula, charge and spin) (kcal per mole) = 36.5
- 2S+1 = 1
- net charge = -2
- E_LUMO (eV) = 4.1123

---

[4]
ORCA calculation (ωB97M-V with the def2-TZVPD basis set) on a 2-piece molecular cluster, C10H10F9O8S overall.

XYZ file:
```
38
Properties=species:S:1:pos:R:3:nbo_charge:R:1
C -3.03 -0.16 6.05 -0.2708
O -1.73 0.36 5.69 -0.5599
C -1.83 1.25 4.53 -0.0907
C -1.39 0.46 3.19 -0.1129
O -2.57 0.34 2.33 -0.5269
C -2.26 -0.46 1.17 -0.1656
C -1.59 0.38 -0.03 0.4838
O -1.85 1.62 -0.04 -0.4543
C -0.67 -0.31 -1.18 0.5560
F -1.28 0.11 -2.42 -0.3040
F -0.76 -1.73 -1.17 -0.3206
C 0.84 0.25 -1.22 0.5916
F 1.01 1.50 -0.55 -0.2951
F 1.13 0.51 -2.60 -0.2812
C 1.96 -0.77 -0.71 0.5682
F 2.30 -1.76 -1.67 -0.2969
F 3.16 0.01 -0.53 -0.3028
C 1.66 -1.44 0.72 0.6965
O 2.05 -0.82 1.75 -0.4811
O 1.03 -2.70 0.92 -0.7115
H -2.86 -1.02 6.80 0.1979
H -3.62 0.69 6.56 0.1749
H -3.61 -0.55 5.14 0.1812
H -2.94 1.52 4.43 0.1915
H -1.17 2.17 4.68 0.1987
H -1.01 -0.57 3.50 0.1957
H -0.56 1.11 2.71 0.1909
H -3.24 -0.89 0.75 0.2316
H -1.59 -1.36 1.41 0.2001
H 1.71 -3.35 1.18 0.5131
C 2.50 0.35 -5.70 0.6845
F 1.29 -0.23 -5.92 -0.3399
F 2.29 1.27 -4.72 -0.3374
F 3.28 -0.61 -5.16 -0.3410
S 3.23 1.10 -7.24 2.3240
O 2.25 2.10 -7.67 -0.9950
O 3.37 -0.02 -8.17 -0.9968
O 4.50 1.67 -6.81 -0.9956
```

- orbital gap (eV) = 6.26
- 2S+1 = 1
- net charge = -1
- E_LUMO (eV) = 0.8566

---

[5]
ORCA calculation (ωB97M-V with the def2-TZVPD basis set) on one molecule with the formula C4H6N2.

XYZ file:
```
12
Properties=species:S:1:pos:R:3:nbo_charge:R:1
C 1.28 0.16 1.18 -0.6425
C 0.17 -0.06 0.19 0.1449
C -1.21 0.04 0.24 -0.3571
C -1.63 -0.11 -1.10 -0.0527
N -0.61 -0.33 -1.92 -0.2718
N 0.46 -0.30 -1.12 -0.3327
H 1.41 -0.67 1.89 0.2273
H 2.22 0.30 0.64 0.2166
H 1.10 1.08 1.75 0.2326
H -1.86 0.12 1.09 0.2275
H -2.64 -0.01 -1.50 0.2063
H 1.36 -0.52 -1.50 0.4018
```

- orbital gap (eV) = 10.02
- energy relative to the best compared isomer or geometry (same formula, charge and spin) (kcal per mole) = 12.9
- 2S+1 = 1
- SMILES = Cc1ccn[nH]1
- net charge = 0
- E_LUMO (eV) = 0.9722

---

[6]
ORCA calculation (ωB97M-V with the def2-TZVPD basis set) on C25H45GdN2OP3Se as an isolated structure.

XYZ file:
```
78
Properties=species:S:1:pos:R:3:lowdin_spin:R:1
Gd -0.20 0.49 -0.75 7.2252
P -2.76 1.70 -1.91 0.0037
P -1.51 -1.91 -0.06 -0.0342
P 1.96 2.30 -0.39 -0.0638
H 2.50 -3.66 -0.25 0.0000
C 3.27 -3.00 0.17 -0.0001
C 3.20 -2.48 1.41 0.0000
H 2.35 -2.67 2.09 0.0000
C -3.17 1.08 -3.54 -0.0022
C -4.06 1.25 -0.79 0.0016
C -2.38 3.43 -2.01 0.0007
C -0.48 -3.11 0.87 -0.0025
C -3.02 -1.92 0.98 -0.0080
C -2.08 -2.94 -1.46 -0.0072
C 3.50 1.44 0.13 -0.0066
C 1.87 3.78 0.68 -0.0122
C 2.55 3.03 -1.95 -0.0122
H 4.10 -2.74 -0.49 0.0000
H 3.96 -1.78 1.77 0.0000
H -4.17 1.49 -3.67 -0.0005
H -3.16 -0.02 -3.55 0.0000
H -2.44 1.45 -4.26 0.0000
H -4.84 1.94 -1.17 0.0002
H -3.81 1.45 0.26 0.0002
H -4.37 0.20 -0.95 0.0000
H -3.35 3.82 -2.34 0.0000
H -1.60 3.60 -2.78 0.0000
H -2.07 3.84 -1.04 0.0001
H -0.83 -4.13 0.66 -0.0008
H -0.57 -2.90 1.94 0.0000
H 0.58 -3.02 0.59 -0.0001
H -3.54 -2.88 0.82 -0.0016
H -3.69 -1.10 0.69 -0.0002
H -2.77 -1.81 2.04 0.0000
H -2.73 -3.73 -1.08 -0.0016
H -1.22 -3.38 -1.98 0.0001
H -2.65 -2.32 -2.18 -0.0002
H 4.37 1.92 -0.36 -0.0016
H 3.45 0.39 -0.19 -0.0003
H 3.63 1.47 1.22 0.0000
H 2.78 4.38 0.57 -0.0029
H 1.73 3.49 1.73 0.0000
H 1.00 4.38 0.39 -0.0001
H 3.55 3.44 -1.79 -0.0028
H 1.86 3.82 -2.28 0.0001
H 2.59 2.26 -2.74 -0.0003
C 0.93 -0.04 -3.79 -0.0021
C 0.11 0.12 -4.92 -0.0041
C 0.73 0.39 -6.16 0.0002
C 2.14 0.40 -6.23 -0.0054
C 2.95 0.14 -5.11 0.0001
C 2.34 -0.09 -3.88 -0.0061
O 0.55 -0.06 -2.51 -0.0473
H -1.55 1.01 -2.02 0.0065
H -0.98 0.08 -4.88 -0.0002
H 0.16 0.59 -7.06 0.0001
H 2.65 0.61 -7.16 -0.0003
H 4.03 0.11 -5.12 0.0000
H 2.86 -0.18 -2.92 0.0000
C 1.57 0.57 3.28 0.0000
N 0.25 0.02 3.58 -0.0014
C -0.92 0.37 2.98 0.0004
Se -1.16 1.74 1.72 -0.0062
N -1.90 -0.31 3.65 -0.0011
C -1.37 -1.01 4.74 -0.0007
C -1.95 -1.79 5.72 0.0000
C -1.09 -2.30 6.72 -0.0007
C 0.29 -2.06 6.68 -0.0006
C 0.86 -1.33 5.63 -0.0001
C 0.00 -0.81 4.69 -0.0007
H 2.14 0.60 4.20 0.0000
H 1.46 1.58 2.87 -0.0001
H 2.10 -0.06 2.54 0.0000
H -2.90 -0.17 3.45 0.0000
H -3.02 -2.00 5.69 0.0000
H -1.50 -2.88 7.54 0.0000
H 0.92 -2.46 7.47 0.0000
H 1.94 -1.14 5.53 0.0000
```

- orbital gap (spin up / spin down) (eV) = 4.74 / 6.49
- 2S+1 = 8
- net charge = +3
- E_LUMO (spin up / spin down) (eV) = -10.7798 / -9.0769